(1)
Density functional theory data (ωB97M-V with the def2-TZVPD basis set) for a 14-piece molecular cluster, C28H84O14 overall.

ORCA input file:
```
! wB97M-V def2-TZVPD RIJCOSX def2/J DEFGRID3
* xyz 0 1
C 16.14051 5.72728 -11.83101
C 15.36878 4.64976 -11.07314
O 14.88236 3.79733 -12.12468
H 16.71878 6.42203 -11.22090
H 15.48385 6.31451 -12.47093
H 16.85447 5.25462 -12.50959
H 14.46728 5.02912 -10.58354
H 15.95003 4.18670 -10.27296
H 14.04587 3.38037 -11.89648
C 9.96514 2.19831 -18.20723
C 10.88754 3.17400 -17.51545
O 12.18172 3.09953 -18.08705
H 9.84723 2.39647 -19.27407
H 8.94384 2.17474 -17.81499
H 10.25990 1.15429 -18.06998
H 10.84303 2.95995 -16.43905
H 10.53152 4.20767 -17.56958
H 12.59774 3.95670 -17.89713
C 12.20657 0.24487 -14.90573
C 11.72258 -0.79023 -13.88349
O 10.68277 -1.57979 -14.46551
H 11.40776 0.91916 -15.22081
H 12.71204 -0.22578 -15.74468
H 12.93218 0.87890 -14.38265
H 11.43096 -0.41116 -12.90383
H 12.54038 -1.50491 -13.78166
H 9.88452 -1.06030 -14.59196
C 13.06761 -2.50284 -18.77776
C 13.03231 -1.84566 -17.40310
O 14.10340 -0.87143 -17.28430
H 12.87758 -1.82245 -19.60985
H 12.38335 -3.35151 -18.84575
H 14.05342 -2.92016 -18.99264
H 13.24180 -2.59488 -16.64497
H 12.06778 -1.35199 -17.29469
H 13.73544 -0.09081 -17.72951
C 20.23938 -1.67723 -16.77853
C 18.76550 -1.85113 -16.81618
O 18.12639 -0.64502 -16.38962
H 20.61244 -0.93484 -17.48474
H 20.73609 -2.61116 -17.06013
H 20.63582 -1.48535 -15.77788
H 18.42546 -2.69542 -16.20668
H 18.41441 -2.09092 -17.82590
H 17.19039 -0.67473 -16.62810
C 14.84058 5.90077 -15.34700
C 14.22732 6.16995 -16.69130
O 12.90606 5.56640 -16.78736
H 14.89233 4.84788 -15.08817
H 14.40233 6.47582 -14.52976
H 15.87093 6.26991 -15.42990
H 14.81996 5.66835 -17.45890
H 14.21481 7.24126 -16.90036
H 12.34661 6.25957 -16.41799
C 14.92836 -3.43237 -13.80022
C 15.78719 -2.49474 -14.68606
O 17.07013 -2.46287 -14.12018
H 13.94744 -3.50420 -14.28180
H 14.76285 -3.01370 -12.81369
H 15.39759 -4.40500 -13.93194
H 15.27358 -1.52771 -14.74378
H 15.78386 -2.90131 -15.70598
H 17.57839 -1.74932 -14.52310
C 16.26374 2.40608 -15.47547
C 15.34789 1.47542 -16.26854
O 15.89465 1.21877 -17.56393
H 16.20388 3.42616 -15.84830
H 17.26607 1.98298 -15.52778
H 16.00740 2.44741 -14.41404
H 14.38056 1.97359 -16.39290
H 15.21802 0.50590 -15.77965
H 15.15698 1.23093 -18.18769
C 16.59152 -0.55999 -21.24658
C 16.74189 -0.44736 -19.74183
O 16.23763 -1.55368 -19.00391
H 16.67444 -1.54227 -21.71118
H 17.28690 0.08888 -21.78670
H 15.62484 -0.16918 -21.58814
H 16.39999 0.53246 -19.39639
H 17.81476 -0.42009 -19.49920
H 15.63819 -1.17888 -18.33329
C 19.37650 1.21499 -12.05729
C 19.11064 0.28845 -13.21927
O 19.18818 0.99022 -14.43917
H 20.32611 1.73553 -12.18601
H 19.41997 0.65488 -11.12095
H 18.61170 1.97509 -11.88290
H 18.17380 -0.26892 -13.09533
H 19.85383 -0.51916 -13.13424
H 19.09326 0.41314 -15.20882
C 12.16337 0.09227 -20.92551
C 13.18062 1.07052 -20.34840
O 13.35503 0.80254 -18.95519
H 11.18684 0.22750 -20.45655
H 12.45512 -0.95328 -20.86211
H 11.96940 0.39471 -21.95982
H 12.76259 2.07750 -20.40453
H 14.08596 1.06733 -20.95519
H 12.90679 1.48448 -18.41152
C 19.55836 2.33141 -18.64674
C 18.20959 2.67192 -19.24511
O 18.40416 3.38784 -20.47609
H 19.43490 1.97366 -17.62028
H 20.16750 3.22340 -18.45880
H 20.20462 1.65532 -19.20240
H 17.54484 3.26484 -18.61573
H 17.71008 1.73903 -19.52451
H 17.54372 3.62895 -20.82626
C 20.20569 5.55131 -15.24095
C 19.93140 4.04293 -15.23133
O 19.21285 3.72923 -14.05833
H 19.28884 6.14010 -15.22376
H 20.82685 5.83327 -16.08917
H 20.71589 5.82247 -14.31468
H 20.81628 3.40399 -15.32348
H 19.32918 3.74216 -16.09864
H 18.99822 2.78386 -14.02338
C 16.75763 -0.49889 -9.83378
C 16.34967 0.95232 -10.05068
O 15.87062 0.97344 -11.40944
H 16.87023 -0.71847 -8.77226
H 17.62888 -0.69905 -10.45391
H 15.95933 -1.15152 -10.18964
H 17.19043 1.64818 -10.07196
H 15.53759 1.22192 -9.37073
H 15.60748 1.85460 -11.70116
*
```

Output
Lowest unoccupied orbital energy ... 0.00546 hartree

***

(2)
Density functional theory data (ωB97M-V with the def2-TZVPD basis set) for C3H6O3Tm as an isolated structure.

ORCA input file:
```
! wB97M-V def2-TZVPD RIJCOSX def2/J DEFGRID3
* xyz 2 4
H 0.56107 0.67415 -0.95745
O 1.58619 -0.45350 -1.32379
C 1.58627 -0.56043 -0.08394
O 2.49003 -0.24592 0.69203
Tm 4.99873 0.03348 0.96532
O 0.37027 0.22342 0.19681
C -0.90856 -0.47599 0.03176
C -1.99671 0.55864 0.14164
H -0.94565 -1.24313 0.81018
H -0.90678 -0.94703 -0.95846
H -1.91122 1.12724 1.07581
H -2.97266 0.05691 0.11900
H -1.95098 1.25216 -0.70891
*
```

Output
Lowest unoccupied orbital energy (alpha / beta) ... -0.38227 / -0.47016 hartree

***

(3)
Density functional theory data (ωB97M-V with the def2-TZVPD basis set) for C2H7OPS as an isolated structure.

ORCA input file:
```
! wB97M-V def2-TZVPD RIJCOSX def2/J DEFGRID3
* xyz 0 1
C -0.22421 -0.11410 2.17501
C 0.87572 0.44341 -1.73553
O 0.37647 -0.70388 1.13316
P -0.38680 -0.55131 -0.94313
S -2.13512 0.18184 -1.05041
H -1.16273 -0.60237 2.64794
H -0.64425 0.83431 1.77096
H 0.47647 0.30447 2.96863
H 0.75208 1.54101 -1.45073
H 1.80027 0.01046 -1.46954
H 0.41007 0.44688 -2.70406
H -0.13798 -1.79073 -1.34230
*
```

Output
Lowest unoccupied orbital energy ... -0.01178 hartree

***

(4)
Density functional theory data (ωB97M-V with the def2-TZVPD basis set) for C3H3I5O as an isolated structure.

ORCA input file:
```
! wB97M-V def2-TZVPD RIJCOSX def2/J DEFGRID3
* xyz 0 1
C -0.14826 0.71963 -1.45187
C 0.19446 0.64016 0.13929
C 0.13192 -0.78104 0.70749
O 0.69500 -0.72792 2.01451
I -2.29339 0.60355 -1.93562
I 2.24507 1.28833 0.15460
I -1.01997 1.96436 1.36857
I -1.83900 -1.67292 0.94221
I 1.27558 -2.21703 -0.50183
H 0.05917 1.59567 -1.92088
H 0.25822 0.03263 -2.12853
H 0.44120 -1.44542 2.61207
*
```

Output
Lowest unoccupied orbital energy ... -0.02403 hartree

***

It is found that the energy above the lowest of the compared OMol25 structures with the same formula, charge and spin values, taken in the order of the records, are 217.3 147.5 305.8 0.0 kJ/mol.